(1)
Density functional theory data (ωB97M-V/def2-TZVPD) for a 2-piece molecular cluster, C3H10NS overall at a distorted geometry.

```
15
Properties=species:S:1:pos:R:3
C -0.921 -0.834 -1.577
C 0.035 -0.186 -0.561
C -0.158 1.395 -0.462
S 0.020 2.122 1.111
N 0.045 -0.967 0.641
H -1.015 -1.899 -1.379
H -0.456 -0.815 -2.565
H -1.897 -0.359 -1.642
H 1.033 -0.268 -1.010
H 0.501 1.929 -1.150
H -1.237 1.648 -0.601
H 2.104 -0.286 3.681
H -0.878 -1.142 1.041
H 0.502 -0.434 1.373
H 2.323 0.096 3.101
```

Results
- LUMO (eV) = -9.51
- net charge = +1
- energy relative to the best compared isomer or geometry (same formula, charge and spin) (kJ/mol) = 552.9
- HOMO-LUMO gap (Eh) = 0.19930



(2)
Density functional theory data (ωB97M-V/def2-TZVPD) for the molecule C4H6FIS at a distorted geometry.

```
13
Properties=species:S:1:pos:R:3
C -0.258 -1.613 0.557
C -0.033 -0.252 -0.141
C -1.074 0.745 -0.344
S -1.288 1.802 1.170
C 1.480 0.316 -0.466
F 1.439 1.340 -1.335
I 3.175 -0.744 -0.409
H -0.462 -2.315 -0.228
H -1.095 -1.369 1.110
H 0.754 -1.813 0.990
H -2.011 0.247 -0.566
H -0.670 1.407 -1.167
H 0.045 2.249 0.829
```

Results
- LUMO (alpha / beta) (eV) = -0.04 / -0.05
- SMILES string = C/C(CS)=C(/F)I
- energy relative to the best compared isomer or geometry (same formula, charge and spin) (kJ/mol) = 216.6
- HOMO-LUMO gap (alpha / beta) (Eh) = 0.28885 / 0.28817



(3)
Density functional theory data (ωB97M-V/def2-TZVPD) for C4H4CaO12 as an isolated structure at a distorted geometry.

```
21
Properties=species:S:1:pos:R:3
Ca -6.834 -10.001 -21.421
O -3.649 -9.770 -24.121
C -4.869 -9.979 -23.470
O -5.660 -8.995 -23.398
O -5.085 -11.071 -22.913
H -3.612 -8.807 -24.097
O -4.488 -7.031 -19.463
C -5.351 -7.963 -20.022
O -4.969 -9.127 -20.197
O -6.500 -7.555 -20.332
H -5.103 -6.299 -19.336
O -10.617 -10.868 -22.923
C -9.316 -10.594 -22.513
O -9.003 -9.375 -22.397
O -8.539 -11.540 -22.315
H -10.944 -9.992 -23.157
O -7.313 -12.337 -17.911
C -7.206 -11.555 -19.060
O -6.542 -12.044 -20.008
O -7.783 -10.455 -19.103
H -6.774 -13.090 -18.182
```

Results
- LUMO (eV) = 5.57
- net charge = -2
- energy relative to the best compared isomer or geometry (same formula, charge and spin) (kJ/mol) = 0.0
- HOMO-LUMO gap (Eh) = 0.31348



(4)
Density functional theory data (ωB97M-V/def2-TZVPD) for C3H3OPm as an isolated structure at a distorted geometry.

```
8
Properties=species:S:1:pos:R:3
C -3.122 -0.205 -0.495
C -2.428 0.893 -0.493
H -3.209 -1.252 -0.774
H -1.570 1.444 -0.870
C -3.678 0.920 0.455
O -3.592 0.737 1.795
Pm -4.351 1.726 3.881
H -4.590 1.408 0.070
```

Results
- LUMO (alpha / beta) (eV) = -5.74 / -5.66
- spin multiplicity = 6
- net charge = +1
- HOMO-LUMO gap (alpha / beta) (Eh) = 0.19278 / 0.19795



(5)
Density functional theory data (ωB97M-V/def2-TZVPD) for C36H28O5P2PtS2 as an isolated structure at a distorted geometry.

```
74
Properties=species:S:1:pos:R:3
Pt 0.258 0.075 -0.412
O -2.504 0.259 1.250
S -1.208 -0.367 1.125
C -1.377 -2.135 1.229
C -2.173 -2.689 2.222
C -2.240 -4.072 2.307
C -1.549 -4.871 1.402
C -0.832 -4.300 0.358
C -0.768 -2.917 0.255
P -0.190 -2.036 -1.205
C 0.929 -3.072 -2.134
C 0.559 -3.551 -3.391
C 1.414 -4.404 -4.072
C 2.622 -4.779 -3.503
C 2.987 -4.308 -2.246
C 2.146 -3.454 -1.560
C -1.672 -1.753 -2.216
C -2.873 -2.409 -1.974
C -3.984 -2.127 -2.760
C -3.894 -1.195 -3.781
C -2.690 -0.542 -4.028
C -1.582 -0.815 -3.247
C -0.198 0.119 2.543
C -0.131 -0.600 3.719
C 0.593 -0.082 4.789
C 1.216 1.150 4.686
C 1.134 1.875 3.502
C 0.439 1.362 2.419
P 0.314 2.142 0.789
C -1.102 3.231 0.750
C -1.778 3.372 -0.461
C -2.865 4.228 -0.540
C -3.278 4.927 0.586
C -2.611 4.776 1.797
C -1.521 3.927 1.884
C 1.785 3.220 0.680
C 3.094 2.525 0.483
C 4.279 3.394 0.272
C 4.179 4.749 0.274
C 2.909 5.319 0.436
C 1.717 4.572 0.627
H -2.722 -2.060 2.911
H -2.832 -4.530 3.088
H -1.602 -5.947 1.490
H -0.358 -4.920 -0.393
H -0.383 -3.265 -3.836
H 1.133 -4.777 -5.047
H 3.285 -5.444 -4.040
H 3.930 -4.603 -1.807
H 2.432 -3.084 -0.583
H -2.954 -3.143 -1.181
H -4.917 -2.642 -2.575
H -4.759 -0.981 -4.394
H -2.617 0.177 -4.833
H -0.639 -0.321 -3.460
H -0.604 -1.566 3.818
H 0.665 -0.651 5.705
H 1.771 1.548 5.524
H 1.619 2.842 3.434
H -1.466 2.803 -1.330
H -3.398 4.339 -1.475
H -4.132 5.587 0.524
H -2.949 5.313 2.672
H -1.014 3.792 2.833
H 3.299 1.892 1.369
H 5.216 2.876 0.093
H 5.040 5.382 0.109
H 2.821 6.400 0.392
H 0.774 5.094 0.720
O 2.303 -0.377 -1.546
S 3.229 0.088 -0.483
O 4.618 -0.065 -0.731
O 2.742 -0.220 0.844
O 2.918 1.718 -0.665
```

Results
- LUMO (eV) = -8.51
- net charge = +2
- energy relative to the best compared isomer or geometry (same formula, charge and spin) (kJ/mol) = 0.0
- HOMO-LUMO gap (Eh) = 0.19984



(6)
Density functional theory data (ωB97M-V/def2-TZVPD) for a 2-piece molecular cluster, C2H9N2 overall at a distorted geometry.

```
13
Properties=species:S:1:pos:R:3
C -1.711 -0.371 2.133
H -0.855 -0.721 1.667
H -2.109 0.596 1.840
H -1.517 -0.333 3.186
H -2.503 -1.071 2.048
N 0.910 -0.347 -2.441
C 1.407 0.482 -1.496
N 1.081 0.466 -0.208
H 0.250 -1.068 -2.217
H 1.247 -0.049 -3.370
H 2.273 1.270 -1.676
H 1.464 0.997 0.542
H 0.064 0.147 -0.008
```

Results
- LUMO (eV) = -4.36
- net charge = +1
- energy relative to the best compared isomer or geometry (same formula, charge and spin) (kJ/mol) = 86.2
- HOMO-LUMO gap (Eh) = 0.44495



Sequential E_tot output: -572.78857, -951.62909, -1735.72955, -799.28708, -3362.68028, -190.84144 hartree